The following is a quantum chemistry calculation of a molecular structure, C15H20BeN2O at a distorted geometry, from the OMol25 dataset.

Calculated values
Multiplicity: 1
Total charge: 0
Electronic energy, eV: -21305.10811
Highest occupied orbital energy (spin up / spin down), eV: -4.82 / -6.08
Kohn-Sham gap (spin up / spin down), eV: 5.4 / 6.6

Last column: Löwdin charge in e.
Element x y z (Å)
C  -3.053  -0.467  0.718  -0.0807
C  -2.480  0.977  0.587  -0.0967
H  -2.879  -1.190  -0.109  0.1069
H  -4.140  -0.333  0.650  0.1162
H  -2.821  -0.938  1.677  0.0921
H  -3.213  1.598  0.046  0.1134
H  -2.327  1.394  1.587  0.1021
H  -1.485  1.150  0.109  0.0624
C  -0.573  -2.382  0.791  -0.1104
C  0.329  -3.438  0.724  -0.0968
C  1.464  -3.320  -0.082  -0.0997
C  1.703  -2.114  -0.732  -0.0319
H  -1.422  -2.411  1.474  0.1012
H  0.139  -4.337  1.309  0.0957
H  2.167  -4.142  -0.204  0.0979
H  2.622  -1.922  -1.287  0.1005
N  -0.422  -1.267  0.038  0.0183
C  0.768  -1.084  -0.637  -0.2118
C  1.129  0.309  -0.984  -0.2490
N  0.337  1.287  -0.498  0.0457
C  0.633  2.575  -0.617  -0.1341
C  2.711  1.999  -1.681  -0.0775
C  1.860  2.978  -1.152  -0.0872
H  -0.112  3.292  -0.243  0.1169
H  2.103  4.034  -1.158  0.0900
C  2.333  0.665  -1.624  -0.0291
H  2.952  -0.131  -2.033  0.0980
H  3.654  2.278  -2.140  0.1025
Be  -1.665  -0.233  -0.403  -0.1017
C  -1.980  -0.055  -2.056  -0.1271
H  -1.103  -0.154  -2.702  0.0129
H  -2.442  0.924  -2.228  0.0122
H  -2.704  -0.816  -2.370  0.0081
C  1.784  0.982  2.438  -0.0631
C  0.382  0.827  2.630  -0.2499
O  -0.612  0.351  3.020  0.0812
H  2.037  0.628  1.422  0.0884
H  2.342  0.420  3.213  0.0885
H  1.985  2.066  2.505  0.0956

The following is a quantum chemistry calculation of C5H10ClNO4 in the gas phase at a distorted geometry, from the OMol25 dataset.

Calculated values
Multiplicity: 3
Expectation value of S²: 2.010
Total charge: 0
Electronic energy, eV: -27541.58486
Highest occupied orbital energy (spin up / spin down), eV: -7.68 / -10.48
Kohn-Sham gap (spin up / spin down), eV: 8.3 / 6.0

Last column: Löwdin spin population.
Element x y z (Å)
C  -2.123  1.217  -1.417  0.0007
C  -0.838  1.083  -0.579  0.0008
C  1.793  0.154  0.803  0.0009
C  -0.232  -0.294  -0.797  0.0216
C  0.654  -0.821  0.462  0.1402
N  -0.305  -0.983  1.657  0.5345
O  0.166  -0.569  2.714  0.5863
O  -1.427  -1.385  1.498  0.5954
O  2.786  -0.479  1.602  0.0039
O  0.451  -0.530  -1.946  0.0291
Cl  1.249  -2.507  0.122  0.0823
H  -1.844  0.916  -2.458  0.0001
H  -3.003  0.535  -0.941  0.0001
H  -2.454  2.225  -1.592  0.0000
H  -0.862  1.414  0.512  0.0000
H  -0.062  1.705  -0.913  0.0004
H  1.384  0.956  1.457  -0.0003
H  2.257  0.265  -0.174  0.0026
H  -1.055  -0.959  -0.673  0.0003
H  2.386  -0.668  2.449  -0.0003
H  1.081  -1.274  -1.786  0.0017

The following is a quantum chemistry calculation of 2 unconnected molecules or ions with the total composition C4H12O2 at a distorted geometry, from the OMol25 dataset.

Calculated values
Multiplicity: 2
Expectation value of S²: 0.755
Total charge: +1
Electronic energy, eV: -8425.76268
Highest occupied orbital energy (spin up / spin down), eV: -12.35 / -12.35
Kohn-Sham gap (spin up / spin down), eV: 8.3 / 1.7

Last column: Löwdin spin population.
Element x y z (Å)
C  -2.457  -1.030  -2.982  0.1981
O  -2.317  0.164  -2.376  0.5266
C  -2.782  -2.277  -2.116  0.0742
H  -1.538  -1.200  -3.566  0.0370
H  -3.249  -0.999  -3.770  0.1288
H  -2.881  0.285  -1.578  0.0043
H  -2.608  -1.982  -1.081  0.0063
H  -2.350  -3.189  -2.517  0.0145
H  -3.880  -2.424  -2.224  0.0100
C  2.063  1.251  2.385  0.0000
O  2.603  0.267  1.514  0.0001
C  3.062  1.663  3.522  0.0000
H  1.195  0.818  2.888  0.0000
H  1.941  2.187  1.854  0.0000
H  1.893  -0.026  0.947  0.0000
H  3.671  0.880  3.965  0.0000
H  2.506  2.347  4.172  0.0000
H  3.742  2.448  3.078  0.0000

The following is a quantum chemistry calculation of a molecular structure, C15H17IrNSSi, from the OMol25 dataset.

Calculated values
Multiplicity: 1
Total charge: +1
Electronic energy, eV: -38867.39310
Highest occupied orbital energy, eV: -11.94
Kohn-Sham gap, eV: 7.7

Last column: Löwdin charge in e.
Element x y z (Å)
Ir  0.048  -0.356  0.893  1.0896
C  0.430  3.341  3.220  -0.0295
C  1.714  3.731  2.863  -0.0124
C  2.405  3.031  1.890  0.0221
C  1.797  1.949  1.274  -0.2040
N  0.553  1.569  1.646  -0.0682
C  -0.114  2.243  2.591  -0.0981
C  2.392  1.117  0.209  -0.1856
C  3.555  1.460  -0.471  -0.0134
C  4.025  0.653  -1.495  -0.0540
C  3.339  -0.500  -1.847  -0.0528
C  2.177  -0.860  -1.172  -0.0833
C  1.705  -0.054  -0.152  -0.2458
H  -0.135  3.872  3.972  0.1193
H  2.178  4.578  3.350  0.1253
H  3.410  3.314  1.616  0.1201
H  -1.103  1.879  2.837  0.1193
H  4.089  2.366  -0.215  0.1142
H  4.928  0.928  -2.022  0.1153
H  3.711  -1.126  -2.646  0.1158
H  1.650  -1.768  -1.434  0.0949
S  0.550  -3.476  1.879  0.8275
C  0.311  -2.106  1.218  -0.9388
C  -1.293  -3.062  -1.333  -0.1937
Si  -1.586  -1.424  -0.492  0.4053
C  -2.929  -1.518  0.823  -0.1951
C  -1.942  -0.110  -1.772  -0.2023
H  -2.204  -3.396  -1.833  0.0481
H  -0.991  -3.845  -0.641  0.0108
H  -0.520  -2.964  -2.098  0.0367
H  -3.789  -1.974  0.322  0.0485
H  -3.253  -0.548  1.202  0.0302
H  -2.668  -2.158  1.666  0.0272
H  -2.806  -0.437  -2.360  0.0440
H  -1.100  0.003  -2.457  0.0331
H  -2.183  0.867  -1.351  0.0295

Number 1: molecular weight 253.35 g mol⁻¹. Number 2: molecular weight 183.59 g mol⁻¹. Number 3: molecular weight 92.14 g mol⁻¹. Number 4: molecular weight 463.68 g mol⁻¹.